This record from the OMol25 dataset describes a molecular structure, C18H35LaN6O3 in a non-equilibrium geometry. The level of theory is ωB97M-V/def2-TZVPD.

Geometry (Å):
La -14.57461 -3.47130 -7.37472
C -16.76387 -1.77930 -9.39839
C -17.46669 -3.09876 -9.47160
N -16.70727 -4.19744 -8.92113
C -17.32523 -5.33322 -8.23071
C -16.24061 -6.34448 -7.86027
N -15.59961 -6.00606 -6.51383
C -16.61709 -6.16002 -5.45209
C -16.07786 -5.86419 -3.96043
C -16.18693 -4.37872 -3.61611
N -15.26078 -3.67248 -4.43402
C -15.16734 -2.06140 -4.56804
C -16.16966 -1.30775 -5.47675
N -16.28446 -1.95362 -6.79880
C -16.83544 -1.18808 -7.93166
H -17.17922 -0.98512 -9.86160
H -15.74216 -1.63564 -9.75275
H -17.77677 -3.40035 -10.53089
H -18.33542 -2.87223 -8.90480
H -16.14706 -4.53443 -9.61194
H -18.14922 -5.94565 -8.78579
H -17.79143 -4.89353 -7.27692
H -15.40107 -6.14583 -8.51444
H -16.78415 -7.21127 -7.62888
H -14.99508 -6.65139 -6.41952
H -16.78785 -7.20795 -5.59038
H -17.45634 -5.55240 -5.45266
H -15.10845 -6.35966 -3.97948
H -16.87730 -6.34384 -3.27273
H -16.08085 -4.28161 -2.46899
H -17.32317 -4.33820 -3.91012
H -14.23107 -4.02901 -4.13675
H -14.04951 -1.97205 -4.58439
H -15.31814 -1.78736 -3.48266
H -15.64751 -0.37200 -5.68098
H -17.14542 -1.04629 -4.68082
H -11.84647 -1.57054 -6.38734
H -16.36376 -0.17118 -8.13235
H -17.90280 -0.98412 -7.60492
N -11.38620 -5.27527 -10.28649
C -12.13082 -4.04859 -10.50949
C -13.53603 -4.17401 -9.87680
O -13.83367 -5.19606 -9.12730
O -14.30144 -3.16886 -10.05445
H -10.41783 -5.07703 -10.71959
H -11.65449 -6.15318 -10.76309
H -12.28154 -3.69892 -11.53499
H -11.58232 -3.33659 -9.83578
C -8.15551 -4.37597 -4.02179
C -9.61696 -4.44922 -4.16459
C -10.45382 -3.50745 -3.53084
C -11.81179 -3.57631 -3.76262
N -12.43499 -4.48519 -4.50483
C -11.68857 -5.44037 -5.05437
C -10.27544 -5.40873 -4.93070
H -7.73861 -5.34984 -4.26019
H -7.83339 -4.10436 -2.99493
H -7.71584 -3.54691 -4.57079
H -9.97803 -2.89240 -2.78034
H -12.47144 -2.87758 -3.28230
H -12.20477 -6.26001 -5.57321
H -9.61127 -6.13461 -5.43104
O -12.74696 -2.15720 -6.89979

Force components x, y, z for each atom (eV/Å):
La 0.30 0.39 1.40
C 2.07 -0.61 3.39
C -0.36 -0.37 -2.26
N -1.29 0.20 2.51
C -1.67 0.50 0.69
C 0.09 2.93 2.09
N -6.12 7.39 -1.97
C 3.31 -0.79 2.09
C -1.82 -1.54 -1.08
C -1.89 -1.27 0.46
N 3.11 1.64 -0.92
C 0.23 -2.75 3.76
C -0.34 -0.11 0.33
N -0.01 -0.14 0.08
C -0.52 0.98 1.16
H -2.39 2.04 -2.15
H 0.07 -1.00 0.08
H 0.15 0.66 1.15
H -1.15 -0.59 0.57
H 1.99 -1.11 -2.41
H 1.14 1.38 0.49
H 0.34 -0.75 -1.46
H -0.16 -1.63 -0.82
H -0.08 -2.15 -0.87
H 5.66 -5.75 1.26
H -1.35 -0.84 0.83
H -1.64 0.99 -1.21
H 0.26 0.19 1.00
H 1.69 0.11 -0.91
H -0.21 0.32 -1.53
H 1.90 1.39 0.71
H -3.01 1.06 -1.16
H -1.07 0.52 -1.40
H -0.33 0.44 -0.99
H -0.29 0.67 0.51
H 1.97 -0.84 -2.67
H -4.58 -2.97 -2.67
H -0.22 -0.67 0.90
H 0.57 0.05 -1.03
N 3.20 -0.47 -1.70
C -0.83 -0.83 1.58
C -0.08 0.10 -0.27
O 0.65 1.93 -1.22
O 1.05 -1.67 0.82
H -1.77 -0.58 1.12
H -0.56 1.05 0.24
H 0.30 0.14 0.10
H -0.74 0.03 -1.02
C 0.84 0.04 1.08
C -2.09 0.72 -0.02
C 0.62 -1.19 -0.19
C 0.13 0.49 0.45
N 0.36 -0.82 -0.18
C 1.27 0.28 0.22
C 0.28 -0.62 -0.50
H 0.49 0.18 -0.24
H -0.47 -0.46 -0.24
H -0.02 -0.25 -0.68
H -0.41 0.58 -0.11
H -0.16 0.40 0.20
H 0.31 0.47 0.07
H -0.79 0.13 0.15
O 4.09 2.37 2.38

Results
E_LUMO in eV: 0.529
Molar mass in g mol⁻¹: 522.42
Energy relative to the best compared isomer or geometry (same formula, charge and spin) in kcal per mole: 83.8
Highest occupied orbital energy in eV: -6.76
Largest force on an atom in hartree/bohr: 0.1904